Record 1
C25H43F2O14PS2Si | ωB97M-V/def2-TZVPD

Last column: Mulliken charge in e.
CARTESIAN COORDINATES (ANGSTROEM)
C (-5.334443, 0.616682, -2.956408)  -1.0432
C (-4.387776, -0.150378, -1.869282)  0.3020
F (-3.876923, -1.386088, -2.575012)  -0.4035
C (-3.207201, 0.749789, -1.177829)  1.6558
Si (-2.749758, -0.197149, 0.482433)  -0.5158
C (-2.773790, -2.127081, 0.286418)  -0.3183
C (-1.018700, 0.259060, 1.184423)  -0.2077
C (-4.015732, 0.177941, 1.926020)  -0.6715
C (-1.896773, 0.584924, -2.204198)  -0.1038
F (-1.101323, -0.635939, -1.946961)  -0.3610
C (-0.880063, 1.858940, -2.228748)  -0.3982
O (0.266031, 1.789505, -1.311458)  -0.4123
S (-1.685222, 3.543381, -2.023134)  1.2227
O (-1.104188, 4.410688, -0.882095)  -0.5968
O (-1.445973, 4.368308, -3.348075)  -0.6804
O (-3.361443, 3.260651, -1.946308)  -0.3225
C (-3.580853, 2.290468, -0.820905)  -1.1164
P (-5.296329, 2.671640, -0.139482)  0.5186
O (-6.386316, 1.359087, 0.113051)  -0.4689
O (-5.082777, 3.635410, 1.336990)  -0.4923
S (-6.197612, 3.905392, -1.405694)  -0.3750
H (-5.275851, 0.041281, -4.001209)  0.3827
H (-5.054459, 1.726521, -3.188536)  0.1847
H (-6.485876, 0.556571, -2.653151)  0.2144
H (-5.039564, -0.588483, -0.969927)  0.2907
H (-2.299491, -2.675489, 1.234158)  -0.2487
H (-2.333976, -2.517858, -0.725232)  0.3706
H (-3.924757, -2.441437, 0.281870)  0.2007
H (-0.838517, 1.417831, 1.046374)  0.1793
H (-0.134415, -0.327349, 0.638125)  -0.1464
H (-0.909071, 0.026343, 2.341291)  0.1819
H (-5.077233, -0.279570, 1.742768)  0.1751
H (-4.015317, 1.334333, 2.150853)  0.3022
H (-3.552199, -0.343185, 2.881694)  0.2769
H (-2.317073, 0.486716, -3.318053)  0.3814
H (-0.405450, 1.873867, -3.325791)  0.3733
H (0.829458, 0.973549, -1.455825)  0.3273
H (-2.794422, 2.638341, 0.008999)  0.5643
H (-6.893661, 1.538282, 0.973479)  0.3431
H (-6.021356, 3.844532, 1.618255)  0.3753
O (2.518949, 0.938425, 0.697931)  -0.6209
C (3.231391, 1.821077, 0.249009)  0.5593
O (4.231690, 1.616567, -0.657505)  -0.3011
C (4.924874, 2.844570, -0.874955)  -0.1845
C (3.956976, 3.924965, -0.468950)  -0.5862
C (3.173229, 3.267139, 0.638484)  -0.2933
H (5.831942, 2.847055, -0.261451)  0.2201
H (5.209049, 2.926099, -1.928149)  0.0925
H (4.449672, 4.852380, -0.165135)  0.3572
H (3.286745, 4.156251, -1.305796)  0.2428
H (3.656886, 3.395136, 1.610856)  0.3148
H (2.141956, 3.626314, 0.668192)  0.2181
O (-3.478435, -4.296394, 2.136276)  -0.6215
C (-2.749398, -5.071968, 2.732236)  0.6567
O (-1.938327, -5.987107, 2.124884)  -0.3772
C (-1.315095, -6.795203, 3.122052)  -0.5361
C (-1.365553, -5.977023, 4.385758)  -0.1157
C (-2.644378, -5.195194, 4.222187)  -0.4093
H (-1.873801, -7.732782, 3.211265)  0.2897
H (-0.287423, -7.021981, 2.823588)  0.3504
H (-1.337594, -6.585206, 5.293769)  0.3890
H (-0.514060, -5.286274, 4.414752)  -0.1219
H (-3.510162, -5.748134, 4.597008)  0.3290
H (-2.577306, -4.212822, 4.695325)  0.1796
O (-0.882108, -2.107019, 5.319020)  -0.6391
C (0.041234, -2.229630, 4.531248)  0.4130
O (-0.113058, -2.437990, 3.190737)  -0.2186
C (1.168578, -2.642855, 2.598101)  -0.3268
C (2.151784, -2.011005, 3.548360)  -0.4396
C (1.496396, -2.221336, 4.889864)  -0.4080
H (1.333025, -3.719569, 2.484929)  0.2703
H (1.197160, -2.174130, 1.610123)  0.2319
H (3.154554, -2.440884, 3.479046)  0.3790
H (2.229174, -0.936565, 3.341952)  0.1687
H (1.762619, -3.188283, 5.325698)  0.2422
H (1.727476, -1.407683, 5.581226)  0.3291
O (7.446795, 4.166241, -3.785349)  -0.5854
C (7.498189, 3.185073, -4.508430)  0.5242
O (8.149769, 3.145843, -5.707636)  -0.3497
C (7.911353, 1.883792, -6.329056)  -0.4008
C (7.530285, 0.953700, -5.207167)  -0.5969
C (6.825893, 1.872519, -4.241242)  -0.2470
H (7.106821, 2.001987, -7.062487)  0.2503
H (8.816021, 1.550496, -6.845885)  0.3231
H (6.916473, 0.111039, -5.536266)  0.3296
H (8.434971, 0.549935, -4.736494)  0.2735
H (5.760386, 1.963648, -4.469721)  0.2632
H (6.974775, 1.556757, -3.206089)  0.2420

Forces on the atoms, in the same order (eV/Å):
-0.68 -0.60 -1.01
-1.66 -0.43 0.11
-0.44 2.77 1.60
0.75 -1.36 -1.27
0.55 -1.72 1.66
-1.13 -0.95 -0.27
1.53 0.84 0.33
0.08 0.23 0.73
-0.88 0.70 -0.82
-1.57 2.80 -0.31
2.47 -2.25 -1.19
-1.33 -0.35 -0.88
2.50 7.61 -2.48
-2.59 -4.34 -2.68
-1.54 -4.25 4.47
2.24 -1.31 1.19
2.45 -0.80 1.04
-3.29 3.17 -0.16
1.70 1.94 1.82
-1.14 -2.80 -1.74
0.72 -1.19 0.96
0.08 1.11 2.40
-0.44 -2.07 0.75
2.67 0.27 -0.45
1.29 0.88 -2.19
-0.95 1.46 -2.27
-0.67 0.72 2.06
2.45 0.44 0.04
0.00 -2.25 0.33
-1.97 1.42 1.09
-0.49 0.42 -2.41
1.97 1.11 0.40
-0.40 -2.20 -0.26
-0.92 0.99 -1.94
1.00 0.01 2.55
-1.44 0.45 2.24
-1.33 1.08 -0.03
-1.80 -0.75 -1.35
1.08 -0.45 -1.63
1.40 -0.06 -0.54
1.20 0.76 -1.07
-0.90 -1.27 0.93
-0.83 -0.48 0.44
0.67 0.40 -0.44
-0.04 0.90 -0.23
-0.22 0.43 -0.19
-0.06 -0.03 -0.05
0.00 -0.21 0.21
-0.01 -0.16 -0.12
0.13 -0.01 0.13
-0.15 -0.08 0.02
0.11 -0.27 0.29
1.31 -1.69 0.67
-1.56 1.23 -0.92
-0.41 0.63 -0.14
0.43 -0.56 0.02
0.44 -0.07 0.79
0.34 0.21 0.40
0.04 0.06 -0.03
-0.25 0.02 -0.20
0.06 0.03 -0.16
-0.10 -0.10 0.01
-0.03 0.15 -0.06
-0.33 -0.09 -0.15
1.00 -0.23 -1.62
-1.53 -0.03 1.29
-0.46 0.13 0.88
0.38 -0.14 -0.79
0.86 0.35 -0.12
0.43 0.34 -0.02
-0.05 0.04 0.00
-0.24 -0.12 0.17
-0.16 0.05 -0.08
0.00 -0.19 -0.06
-0.10 0.10 0.13
-0.21 -0.36 0.15
0.40 -1.38 -1.41
-0.24 1.90 1.08
-0.16 0.40 0.77
0.16 -0.33 -0.67
-0.01 -0.95 0.07
0.12 -0.51 0.17
0.06 0.01 0.05
-0.12 0.30 0.04
0.13 0.12 -0.03
-0.14 0.04 -0.11
0.04 0.07 0.14
-0.27 0.29 -0.09

- SMILES string = C[C@@H](F)[C@@]1([Si](C)(C)C)[C@H](F)[C@H](O)S(=O)(=O)O[C@H]1P(O)(O)=S.O=C1CCCO1.O=C1CCCO1.O=C1CCCO1.O=C1CCCO1
- Kohn-Sham gap (eV) = 8.813
- total energy (Ha) = -3658.58583
- max |F| (eV/Å) = 8.4
- relative energy (zero: lowest compared OMol25 entry of this formula, charge and spin) (kJ/mol) = 694.25
- highest occupied orbital energy (eV) = -8.874
- spin multiplicity = 1

Record 2
C25H43F9N2O8P2 | ωB97M-V/def2-TZVPD

Last column: Mulliken charge in e.
CARTESIAN COORDINATES (ANGSTROEM)
C (-0.439404, 2.462638, -5.160029)  -1.0223
C (-0.995798, 0.949178, -5.130664)  -0.0860
C (-1.872797, 0.552794, -6.450216)  -0.9478
C (-0.979686, -0.014797, -7.662548)  0.3451
C (-1.776662, 0.281874, -9.044440)  -0.1439
N (-2.154294, 0.382657, -10.195508)  -0.5256
C (-0.709670, -1.621154, -7.595138)  0.6182
C (-0.970727, -2.229844, -6.143315)  -0.1361
N (-1.009615, -2.481600, -4.954211)  -0.5685
C (0.798367, -1.924276, -8.161431)  -0.1655
C (1.419180, -3.297525, -7.607881)  -1.0700
C (2.860559, -3.684172, -8.178917)  0.7870
F (2.982307, -5.123455, -7.961327)  -0.3190
F (2.849300, -3.565061, -9.629060)  -0.2977
C (4.128998, -3.034681, -7.472085)  0.4755
F (4.405938, -3.819351, -6.284511)  -0.2836
F (5.278821, -3.223442, -8.319739)  -0.2803
C (4.073068, -1.513596, -7.018205)  0.5531
F (5.305997, -1.283294, -6.280688)  -0.3071
F (3.047552, -1.204390, -6.042240)  -0.1951
C (4.079229, -0.402183, -8.177279)  0.6049
F (5.449038, -0.121150, -8.527989)  -0.2483
F (3.427667, -0.757063, -9.379398)  -0.1924
F (3.449554, 0.807908, -7.713612)  -0.2313
H (0.244285, 2.612099, -4.232124)  0.2598
H (0.200310, 2.593171, -6.102106)  0.2536
H (-1.292217, 3.246616, -5.095393)  0.3118
H (-1.655513, 0.755162, -4.198396)  0.2616
H (-0.090715, 0.242886, -5.105260)  0.0720
H (-2.762262, -0.135195, -6.158714)  0.3323
H (-2.363090, 1.533419, -6.838908)  0.4590
H (-0.017497, 0.609708, -7.694839)  0.2182
H (-1.445595, -2.092242, -8.340614)  0.5116
H (0.749497, -2.017386, -9.310460)  0.2739
H (1.403811, -0.982452, -7.925329)  -0.1260
H (0.698211, -4.146585, -7.929539)  0.4651
H (1.487302, -3.360491, -6.453919)  0.3468
O (0.926252, 2.988814, -0.111116)  -0.7019
P (0.417928, 1.899598, 0.842270)  1.1496
O (0.309264, 0.714199, -0.305113)  -0.3044
C (1.508559, 0.104274, -0.753270)  -0.1761
C (1.915780, -1.015171, 0.185021)  -1.0458
O (-1.169609, 2.387621, 0.762308)  -0.3782
C (-1.476986, 3.772277, 0.855102)  -0.2987
C (-1.943879, 4.273913, -0.499035)  -1.2244
O (-0.118412, 0.711271, 1.953546)  -0.3424
C (-0.657135, 1.160988, 3.195751)  -0.1811
C (-2.108870, 0.730028, 3.280919)  -1.1104
H (2.307102, 0.846290, -0.849397)  0.3113
H (1.313300, -0.303871, -1.748811)  0.2091
H (2.191587, -0.616621, 1.165535)  0.2435
H (2.769124, -1.566757, -0.216728)  0.4178
H (1.086251, -1.709528, 0.342388)  0.2454
H (-0.622062, 4.348281, 1.219377)  0.3682
H (-2.281391, 3.886501, 1.588569)  0.3452
H (-1.178261, 4.120756, -1.263504)  0.2548
H (-2.188618, 5.338397, -0.456472)  0.4006
H (-2.830217, 3.722423, -0.824405)  0.2996
H (-0.560999, 2.246245, 3.300708)  0.2506
H (-0.082350, 0.694074, 3.999741)  0.3613
H (-2.704705, 1.189814, 2.489819)  0.2832
H (-2.541215, 1.006502, 4.246990)  0.2806
H (-2.196877, -0.352098, 3.151680)  0.3375
O (0.220907, 1.204956, 8.076772)  -0.6891
P (-0.292115, 0.115176, 9.027005)  1.1317
O (-0.387781, -1.087858, 7.896297)  -0.2873
C (0.817840, -1.693911, 7.455318)  -0.3098
C (1.240483, -2.795170, 8.408210)  -1.0652
O (-1.881768, 0.598696, 8.954573)  -0.3605
C (-2.195328, 1.985178, 9.037660)  -0.3296
C (-2.675085, 2.474374, 7.685237)  -1.1864
O (-0.805476, -1.053291, 10.170265)  -0.3529
C (-1.334817, -0.581380, 11.407781)  -0.2149
C (-2.781544, -1.023571, 11.518146)  -1.1374
H (1.608405, -0.945264, 7.345953)  0.3091
H (0.623515, -2.118952, 6.466815)  0.3182
H (1.515485, -2.379515, 9.381804)  0.2415
H (2.098260, -3.343295, 8.011325)  0.4023
H (0.419103, -3.496089, 8.578691)  0.2678
H (-1.340437, 2.568074, 9.390885)  0.3702
H (-2.994732, 2.101123, 9.776261)  0.3525
H (-1.914720, 2.319119, 6.915865)  0.2132
H (-2.925173, 3.537817, 7.721323)  0.4252
H (-3.561113, 1.915670, 7.371561)  0.2995
H (-1.247730, 0.506748, 11.487902)  0.2630
H (-0.747024, -1.025246, 12.215454)  0.3834
H (-3.389296, -0.586317, 10.723472)  0.2510
H (-3.206158, -0.729965, 12.482538)  0.3732
H (-2.860304, -2.109051, 11.413508)  0.3331

Forces on the atoms, in the same order (eV/Å):
-0.03 -0.56 0.59
-0.20 -0.20 -0.42
-0.48 1.17 0.32
-1.74 0.46 -0.30
0.17 -0.33 -4.04
1.83 -0.46 6.52
0.12 -0.43 -0.31
0.72 0.37 4.06
0.07 1.11 -6.78
-0.15 -0.03 0.02
-0.14 -0.25 0.19
-1.89 -2.44 -1.28
0.08 3.20 -0.44
0.54 0.21 3.48
2.09 -2.12 0.32
-0.96 2.24 -2.78
-2.79 0.88 1.92
1.44 1.42 2.99
-2.99 -0.65 -1.91
2.22 -1.21 -2.89
0.73 2.38 -1.81
-4.04 -0.66 1.02
1.51 0.53 3.17
1.87 -3.38 -1.18
-1.15 -0.19 -1.64
-0.99 0.10 1.31
1.47 -1.38 -0.33
1.27 0.35 -1.53
-1.33 0.95 0.24
1.74 0.91 -0.68
0.80 -1.64 0.64
-1.32 -1.12 -0.11
0.98 0.48 1.45
-0.06 0.28 1.85
-0.67 -1.60 -0.19
1.44 1.28 0.43
-0.12 0.33 -1.86
2.72 -0.19 3.59
-6.76 -1.93 -6.14
0.73 0.02 0.68
0.16 -0.39 -0.15
0.11 -0.10 0.14
0.50 0.21 1.40
-0.27 0.34 -0.42
-0.01 0.05 -0.16
2.97 1.84 0.40
-0.26 -0.08 0.70
-0.23 -0.02 -0.20
-0.02 0.03 -0.07
-0.10 0.13 0.06
0.04 -0.05 -0.04
-0.02 0.03 0.03
0.08 0.08 -0.10
-0.04 -0.03 -0.16
0.02 -0.11 0.02
0.06 0.06 0.19
-0.01 -0.06 0.00
0.01 0.06 0.13
-0.09 -0.06 0.00
0.02 0.10 -0.02
0.15 0.06 0.05
0.14 -0.06 -0.04
0.09 0.07 0.13
2.58 -0.32 3.59
-6.62 -1.90 -6.00
0.67 0.15 0.81
0.18 -0.38 -0.14
0.09 -0.08 0.15
0.58 0.18 1.33
-0.24 0.30 -0.39
-0.02 0.04 -0.19
2.93 1.87 0.22
-0.26 -0.05 0.66
-0.21 -0.03 -0.20
-0.03 0.03 -0.07
-0.10 0.14 0.07
0.05 -0.06 -0.05
-0.03 0.04 0.03
0.08 0.08 -0.10
-0.03 -0.04 -0.16
0.02 -0.12 0.02
0.07 0.06 0.18
-0.01 -0.06 0.00
0.01 0.07 0.12
-0.09 -0.06 0.00
0.03 0.09 -0.04
0.14 0.06 0.06
0.13 -0.05 -0.06
0.09 0.08 0.11

- SMILES string = CCC[C@H](C#N)[C@H](C#N)CCC(F)(F)C(F)(F)C(F)(F)C(F)(F)F.CCOP(=O)(OCC)OCC.CCOP(=O)(OCC)OCC
- Kohn-Sham gap (eV) = 8.181
- total energy (Ha) = -3271.08891
- max |F| (eV/Å) = 9.3
- highest occupied orbital energy (eV) = -9.895
- spin multiplicity = 1

The following LUMO values (in hartree) correspond, in order, to the records above: -0.0022 -0.0630.